Entry 1:
{
  "formula": "C40H44ClF9N2PPdSi3",
  "method": "the ωB97M-V functional and the def2-TZVPD basis",
  "elements": ["C", "C", "C", "H", "Si", "H", "C", "C", "H", "H", "C", "H", "H", "H", "C", "C", "F", "H", "H", "H", "H", "C", "C", "H", "C", "H", "C", "Cl", "C", "C", "F", "H", "H", "F", "C", "F", "F", "H", "H", "C", "C", "H", "C", "C", "C", "H", "C", "F", "C", "H", "C", "C", "C", "H", "F", "C", "H", "H", "P", "H", "N", "H", "C", "H", "F", "C", "H", "H", "H", "C", "H", "H", "Pd", "H", "C", "H", "H", "H", "C", "Si", "H", "C", "C", "Si", "C", "C", "H", "H", "H", "H", "C", "H", "H", "C", "C", "F", "C", "N", "H", "C", "H"],
  "coordinates": [[1.365, 0.281, 3.137], [-1.674, 7.126, 2.253], [1.000, -3.828, -2.306], [-3.994, -1.415, 3.213], [2.299, -3.470, 1.001], [4.090, -1.826, -3.350], [-1.638, 3.173, 0.592], [-1.163, 4.685, 2.415], [4.358, -4.109, -0.246], [3.720, -1.962, 5.040], [2.027, -1.290, -0.853], [0.262, -4.141, -3.048], [-0.503, -0.186, -2.814], [1.230, 1.691, -1.483], [-1.467, 2.456, -2.629], [3.842, -1.219, 0.697], [-1.814, 7.124, 3.587], [1.053, 1.204, -3.179], [-1.425, -3.272, -0.431], [-1.091, -1.730, -3.420], [1.089, -4.626, -1.572], [2.414, -1.724, 3.350], [3.518, -4.638, 0.205], [3.743, -0.431, -4.367], [-3.277, 0.623, -3.665], [0.138, -4.538, 0.165], [2.004, 0.821, 4.234], [4.550, -4.852, 3.913], [4.144, -3.468, 2.962], [-1.716, 2.426, -3.991], [-3.319, 0.271, -6.390], [-0.048, -3.828, 1.774], [-0.745, 2.602, 2.454], [-2.637, 7.901, 1.742], [-2.249, 5.502, 0.432], [-7.159, 0.291, 3.565], [-7.492, -1.065, 1.918], [3.923, -5.332, 0.944], [0.906, -5.298, 1.548], [2.695, -3.121, 2.837], [-2.615, 1.503, -4.506], [4.478, 1.469, -0.799], [-5.340, -0.147, 2.138], [5.099, -2.777, 2.335], [-3.103, 0.813, 0.814], [5.649, -0.878, 1.540], [-0.198, -1.198, -3.081], [-1.750, 1.731, -6.683], [-2.869, 1.468, -5.990], [-2.703, 6.316, -0.118], [-1.006, -2.264, -0.425], [1.779, 1.390, -2.391], [-2.217, 4.226, -0.110], [1.964, -3.738, -2.812], [-0.497, 7.719, 1.982], [0.645, -4.333, 1.102], [6.136, -3.024, 2.523], [3.345, 0.355, 5.856], [-1.603, 1.440, -0.021], [3.941, -0.221, 0.312], [1.538, -0.968, 2.702], [-2.657, 4.063, -1.085], [-2.121, 1.573, -1.769], [-0.748, 3.166, -2.239], [-6.322, -1.703, 3.623], [-4.093, -0.650, 2.456], [2.380, 2.255, -2.681], [-0.773, 4.865, 3.408], [-3.532, -0.049, -1.656], [-1.133, 3.416, 1.867], [1.834, 1.852, 4.514], [3.034, -5.233, -0.572], [0.376, 0.066, -0.123], [-1.201, 3.108, -4.655], [-5.482, 0.852, 1.178], [4.861, 1.314, -2.509], [-1.992, -0.555, 2.033], [-0.767, -2.026, 0.617], [4.850, -1.611, 1.503], [2.924, -0.072, -2.071], [-3.975, -0.095, -4.073], [-2.974, -0.166, 1.789], [2.854, -0.002, 4.960], [0.488, -2.155, -1.612], [-6.581, -0.663, 2.820], [3.327, -1.084, -3.597], [0.682, 0.878, 2.558], [2.095, -3.810, 3.437], [2.477, -1.613, -4.025], [5.354, 0.048, -1.392], [4.555, 0.755, -1.621], [-1.791, -1.587, -0.763], [-6.463, 1.245, 0.949], [-4.366, 1.334, 0.524], [3.062, -1.287, 4.507], [-3.783, 2.382, -6.353], [-1.711, 5.731, 1.687], [2.693, -1.868, 0.208], [-4.477, 2.118, -0.216], [-3.024, 0.655, -2.303], [0.488, -1.139, -3.925]],
  "forces_ev_per_a": [[0.0, 0.1, 0.1], [0.0, 0.0, 0.0], [0.1, 0.0, 0.1], [0.0, 0.0, 0.0], [0.1, -0.3, 0.6], [0.0, 0.0, 0.0], [0.0, 0.0, -0.1], [0.0, 0.0, 0.0], [0.0, 0.0, 0.0], [0.0, 0.0, 0.0], [0.0, 0.0, 0.7], [0.0, 0.0, 0.0], [0.0, -0.1, -0.1], [0.0, 0.1, 0.0], [0.0, 0.0, 0.0], [0.4, 0.0, 0.1], [0.0, 0.0, 0.0], [0.0, 0.0, 0.0], [0.0, 0.0, 0.0], [0.0, 0.0, 0.0], [0.0, 0.0, -0.1], [0.1, 0.0, 0.3], [0.0, 0.0, 0.0], [0.0, 0.0, 0.0], [0.0, 0.0, 0.0], [0.0, -0.1, 0.1], [0.0, 0.0, 0.0], [0.0, 0.0, 0.1], [0.1, 0.1, 0.0], [0.0, 0.0, 0.0], [0.0, 0.0, 0.0], [0.0, 0.0, 0.0], [0.2, -0.2, 0.1], [0.0, 0.0, 0.0], [0.0, 0.0, 0.0], [0.0, 0.0, 0.0], [0.0, 0.0, 0.0], [0.0, 0.0, 0.0], [0.1, 0.0, 0.0], [0.2, -0.1, -0.2], [0.0, -0.1, 0.0], [0.0, 0.0, 0.0], [0.0, 0.0, 0.0], [0.1, -0.1, 0.0], [0.1, -0.1, 0.0], [0.0, 0.1, 0.1], [0.3, 0.0, 0.1], [0.0, 0.0, 0.0], [0.0, 0.0, 0.0], [0.0, 0.0, 0.0], [0.3, 0.1, 0.0], [-0.1, -0.2, 0.0], [0.0, 0.0, 0.0], [0.0, 0.0, -0.1], [0.0, 0.0, 0.0], [-0.2, 0.4, -0.3], [0.0, 0.0, 0.0], [0.0, 0.0, 0.0], [-0.3, 0.3, 0.2], [-0.1, 0.0, 0.0], [0.0, 0.0, -0.1], [0.0, 0.0, 0.0], [0.0, -0.1, 0.0], [0.0, 0.0, 0.0], [0.0, 0.0, 0.0], [0.0, 0.0, 0.0], [0.1, 0.0, 0.0], [0.0, 0.0, 0.0], [0.0, 0.0, 0.0], [0.0, 0.1, -0.1], [0.0, 0.0, 0.0], [0.0, 0.0, 0.0], [0.5, 0.1, 0.1], [0.0, 0.0, 0.0], [0.0, 0.0, 0.0], [-0.1, 0.0, 0.0], [0.0, 0.0, 0.0], [-0.1, -0.1, 0.0], [-0.2, 0.0, -0.1], [0.2, 0.4, -0.3], [0.0, 0.0, 0.0], [0.0, 0.0, 0.0], [0.0, 0.1, 0.0], [-0.6, -0.3, -0.7], [0.0, 0.0, 0.0], [-0.1, -0.1, 0.1], [-0.3, 0.2, -0.2], [0.0, -0.1, -0.1], [0.0, 0.0, 0.0], [0.0, 0.0, 0.0], [0.0, -0.2, 0.1], [0.0, 0.0, 0.0], [0.0, 0.0, 0.0], [0.0, 0.0, 0.0], [0.0, -0.1, 0.0], [0.0, 0.0, 0.0], [0.0, 0.0, 0.0], [-0.7, 0.2, -0.4], [0.0, 0.0, 0.0], [0.0, 0.1, 0.0], [-0.1, 0.0, 0.0]],
  "lowdin_charge": [-0.147, -0.590, -0.152, 0.125, 0.632, 0.047, -0.332, 0.006, 0.050, 0.123, -0.349, 0.052, -0.004, 0.002, -0.110, -0.154, 0.148, 0.020, 0.051, 0.057, 0.004, -0.292, -0.124, 0.050, 0.006, 0.003, -0.048, 0.735, -0.738, 0.008, 0.147, 0.045, 0.084, 0.151, 0.013, 0.155, 0.151, 0.042, 0.065, -0.280, -0.107, 0.045, -0.105, -0.133, -0.356, 0.121, -0.168, 0.145, -0.590, 0.129, -0.193, -0.172, -0.066, 0.040, 0.150, -0.156, 0.117, 0.117, 1.042, 0.065, 0.098, 0.102, -0.374, 0.113, 0.146, 0.010, 0.052, 0.128, 0.109, -0.074, 0.108, 0.036, 0.363, 0.133, 0.013, 0.048, 0.087, 0.005, -0.042, 0.536, 0.131, -0.078, -0.037, 0.468, -0.592, -0.157, 0.055, 0.118, 0.010, 0.041, -0.187, 0.014, 0.134, -0.063, -0.002, 0.157, -0.108, -0.139, 0.117, -0.086, 0.033],
  "charge": 1,
  "e_homo_ev": [-10.344, -10.896],
  "homo_lumo_gap_ha": [0.225, 0.245],
  "multiplicity": 1
}

Entry 2:
{
  "formula": "C4H10N2OS",
  "method": "the ωB97M-V functional and the def2-TZVPD basis",
  "elements": ["H", "H", "H", "S", "O", "C", "C", "H", "C", "H", "H", "C", "H", "N", "H", "H", "N", "H"],
  "coordinates": [[-1.323, -1.967, -1.294], [-0.132, 1.970, 1.487], [-1.735, -1.061, 0.118], [1.921, 0.502, 3.081], [-1.276, 1.041, -1.604], [-0.817, -1.503, -0.360], [1.579, -0.059, 1.549], [0.073, 0.057, -2.654], [0.051, 0.549, -1.668], [2.170, -0.733, 0.943], [-1.356, 1.378, -0.673], [0.314, -0.440, -0.534], [-0.469, -2.279, 0.389], [0.500, 0.245, 0.745], [0.800, 1.297, -1.678], [-1.140, 0.692, 1.821], [-0.523, 1.093, 1.155], [1.365, -0.783, -0.822]],
  "forces_ev_per_a": [[1.6, 0.7, 1.3], [0.0, -0.2, 0.2], [1.1, 0.1, -0.3], [-0.4, -0.5, -1.4], [0.1, 0.9, 1.1], [-0.9, -0.8, 0.2], [-1.4, 0.8, -0.2], [0.4, -0.2, 0.5], [-1.9, -1.2, -0.5], [0.7, -0.2, 0.5], [-0.2, -0.3, -1.0], [0.6, -0.4, -1.1], [-0.4, 0.6, -1.1], [1.2, -0.3, 1.4], [0.8, 1.1, 0.2], [-0.2, -0.5, 0.9], [0.3, 1.0, -1.1], [-1.5, -0.5, 0.6]],
  "lowdin_charge": [0.110, 0.099, 0.076, 0.554, -0.093, -0.044, -0.663, 0.130, -0.237, 0.059, 0.070, -0.332, 0.088, -0.239, 0.104, 0.092, 0.071, 0.155],
  "charge": 0,
  "e_homo_ev": -8.743,
  "relative_energy_kcal_mol": 54.8,
  "smiles": "C[C@@H](CO)N(N)C=S",
  "homo_lumo_gap_ha": 0.343,
  "multiplicity": 1
}

Entry 3:
{
  "formula": "C5H7N3",
  "method": "the ωB97M-V functional and the def2-TZVPD basis",
  "elements": ["H", "C", "N", "H", "H", "C", "N", "H", "N", "C", "C", "H", "C", "H", "H"],
  "coordinates": [[0.492, 3.383, -1.315], [-1.112, -1.449, 1.090], [1.288, 0.810, -1.392], [0.770, -2.209, -0.801], [-1.215, -2.502, 0.886], [-0.273, -0.563, 0.353], [-0.473, 0.692, 0.170], [-2.275, -1.037, 1.180], [-0.051, 2.794, -0.761], [1.032, -1.307, -0.273], [0.109, 1.557, -0.573], [-0.847, -1.443, 2.257], [1.573, -0.260, -0.950], [1.679, -1.819, 0.412], [-0.697, 3.353, -0.284]],
  "forces_ev_per_a": [[1.8, 0.6, -1.7], [-4.2, 0.9, 3.8], [0.6, -0.8, 1.5], [-0.8, -0.1, -1.2], [0.7, -0.3, -0.7], [0.6, -0.2, -0.3], [-1.5, -0.7, 1.0], [3.0, -0.7, -0.4], [0.1, -0.7, 0.1], [-0.4, -1.3, 1.2], [2.2, -1.8, -1.0], [-0.1, 0.3, -2.1], [-0.7, 4.0, -3.1], [0.5, 0.3, 1.4], [-1.9, 0.5, 1.4]],
  "lowdin_charge": [0.165, 0.017, 0.328, 0.180, 0.107, -0.138, 0.244, 0.203, 0.385, 0.034, -0.172, 0.201, 0.100, 0.171, 0.174],
  "charge": 2,
  "e_homo_ev": -21.200,
  "relative_energy_kcal_mol": 28.2,
  "smiles": "CC1=NC(=[NH2+])[N+]#CC1",
  "homo_lumo_gap_ha": 0.362,
  "multiplicity": 1
}

Entry 4:
{
  "formula": "C6H11N",
  "method": "the ωB97M-V functional and the def2-TZVPD basis",
  "elements": ["H", "H", "C", "C", "C", "H", "C", "C", "H", "H", "H", "H", "H", "N", "H", "H", "C", "H"],
  "coordinates": [[0.303, 3.567, 0.715], [0.696, 2.857, -0.843], [0.145, 2.694, 0.081], [0.107, -1.582, -1.648], [-0.105, 0.277, 0.144], [0.651, -1.695, -2.580], [-0.766, -0.532, 1.093], [-0.294, -1.694, 1.726], [0.087, 1.541, 1.620], [-0.534, -1.857, 2.771], [-0.925, 2.773, -0.183], [-0.938, -1.797, -1.987], [0.277, -2.434, -0.990], [0.545, 1.418, 0.716], [0.749, -1.992, 1.488], [0.626, 0.527, -1.765], [0.295, -0.237, -1.061], [-0.916, -1.834, 0.703]],
  "forces_ev_per_a": [[0.5, -0.3, 0.3], [0.1, 0.0, 0.0], [-0.3, 0.6, -1.0], [-1.9, -0.8, -0.4], [2.9, -2.8, -1.7], [0.5, -0.1, 0.2], [-1.2, 1.5, 2.4], [2.4, 2.0, -1.2], [0.4, -0.4, 0.3], [-1.4, -1.0, -0.5], [0.2, -0.5, 0.1], [0.3, 0.4, 0.2], [0.6, 0.1, 0.1], [-2.1, 1.1, 0.5], [-0.3, -0.1, 0.0], [0.3, -0.2, 0.0], [-0.5, 2.1, 0.0], [-0.5, -1.6, 0.6]],
  "lowdin_charge": [0.073, 0.068, -0.124, -0.133, -0.404, 0.068, -0.078, -0.048, 0.096, 0.086, 0.086, 0.086, 0.057, -0.031, 0.098, 0.092, -0.130, 0.139],
  "charge": 0,
  "e_homo_ev": -7.211,
  "relative_energy_kcal_mol": 138.3,
  "homo_lumo_gap_ha": 0.282,
  "multiplicity": 1
}